No. 1
A structure of composition C5H7MnO3. Source: the OMol25 dataset; level of theory: ωB97M-V/def2-TZVPD.

Cartesian coordinates (Å):
O1 -0.749 -1.940 0.017
C1 -0.305 -3.056 0.071
C2 0.147 -4.257 0.150
H1 0.459 -4.769 -0.765
H2 0.236 -4.727 1.133
O2 -0.548 0.310 -0.021
O3 1.433 -0.832 0.005
C3 -0.076 1.715 0.141
C4 -1.259 2.612 -0.073
C5 0.288 -0.621 -0.024
H3 0.344 1.774 1.151
H4 0.710 1.869 -0.606
H5 -0.887 3.645 -0.091
H6 -1.745 2.412 -1.036
H7 -1.988 2.509 0.740
Mn1 3.938 3.355 -0.790

Cartesian forces, eV/Å:
O 0.0 0.3 -0.3
C 0.4 -0.5 0.2
C 0.0 0.3 -0.1
H -0.2 0.0 0.2
H 0.0 0.1 -0.3
O -0.6 0.0 -0.1
O -0.4 -0.1 -0.2
C 0.3 0.1 0.0
C -0.2 0.1 0.0
C 0.5 -0.2 0.5
H -0.1 0.0 -0.2
H -0.2 -0.1 0.1
H -0.2 -0.2 0.1
H 0.1 0.0 0.2
H 0.2 0.1 -0.3
Mn 0.3 0.2 0.0

Summary:
<S²> = 12.00
frontier orbital gap (spin up / spin down) = 9.7 / 9.3 eV
E_HOMO (spin up / spin down) = -17.215 / -17.637 eV
LUMO (spin up / spin down) = -7.471 / -8.359 eV
strongest force on any atom = 0.79 eV/Å
2S+1 = 7
net charge = +2

No. 2
The ion C4H9N2 with charge +1. Source: the OMol25 dataset; level of theory: ωB97M-V/def2-TZVPD.

Cartesian coordinates (Å):
C1 2.408 1.141 0.024
C2 1.749 -0.065 0.002
N1 0.348 -0.142 -0.008
C3 -0.336 -1.430 -0.072
N2 -0.387 1.033 -0.047
C4 -1.799 0.867 -0.063
H1 3.451 1.301 -0.153
H2 1.757 1.965 -0.185
H3 2.200 -1.055 -0.119
H4 -1.281 -1.414 -0.795
H5 -0.720 -1.761 0.902
H6 0.453 -2.095 -0.535
H7 -1.958 1.227 0.997
H8 -2.157 -0.257 -0.172
H9 -2.375 1.459 -0.680

Cartesian forces, eV/Å:
C -2.0 -2.2 -1.4
C 2.0 1.2 0.1
N -4.8 5.5 -0.4
C -0.4 -1.3 -2.3
N 3.3 -4.8 -0.8
C 0.3 -3.8 3.0
H 0.4 -0.4 0.4
H -0.1 0.8 0.6
H 0.0 0.5 0.5
H 2.6 -0.1 1.3
H 0.5 0.1 -0.2
H -1.2 0.3 0.9
H -0.6 -0.4 -0.6
H 0.4 2.9 0.5
H -0.5 1.8 -1.6

Summary:
SMILES = C=C/[N+](C)=N/C
relative energy (zero: lowest compared OMol25 entry of this formula, charge and spin) = 465.4 kJ/mol
frontier orbital gap (spin up / spin down) = 8.1 / 8.1 eV
E_HOMO (spin up / spin down) = -14.641 / -14.643 eV
LUMO (spin up / spin down) = -6.511 / -6.504 eV
strongest force on any atom = 7.25 eV/Å
2S+1 = 1
net charge = +1

No. 3
A cluster of 2 separate species, H3N2O2P in total. Source: the OMol25 dataset; level of theory: ωB97M-V/def2-TZVPD.

Cartesian coordinates (Å):
N1 1.757 0.947 -0.437
N2 -1.484 -0.171 0.673
O1 -0.950 -1.913 -1.029
O2 2.531 0.073 -0.139
P1 -0.733 -0.511 -0.754
H1 2.203 1.804 -0.694
H2 -1.757 -0.900 1.247
H3 -1.568 0.669 1.133

Cartesian forces, eV/Å:
N -0.4 0.1 0.1
N 0.6 -0.6 -1.4
O -0.1 -2.1 -0.3
O 0.7 -1.3 0.5
P -0.2 2.1 -0.2
H 0.1 1.4 -0.5
H -0.8 -1.9 1.1
H 0.1 2.4 0.7

Summary:
<S²> = 2.01
relative energy (zero: lowest compared OMol25 entry of this formula, charge and spin) = 0.0 kJ/mol
frontier orbital gap (spin up / spin down) = 9.9 / 8.5 eV
E_HOMO (spin up / spin down) = -9.070 / -9.709 eV
LUMO (spin up / spin down) = 0.795 / -1.242 eV
strongest force on any atom = 2.55 eV/Å
2S+1 = 3
net charge = 0